No. 1
The following is a quantum chemistry calculation of C9H27BN5O7Pd as an isolated structure at a distorted geometry, from OMol25.

```
50
Properties=species:S:1:pos:R:3:mulliken_charge:R:1
Pd -0.545 -1.143 -1.082 0.74
B 2.076 -1.497 1.159 0.48
H 1.497 -2.381 0.939 -0.34
H 3.010 -1.664 1.673 -0.20
H 2.336 -1.015 0.229 -0.43
H 1.478 -0.935 1.860 -0.29
C 0.510 -1.878 -5.016 0.80
O 0.898 -2.130 -6.161 -0.63
O 0.194 -2.704 -4.191 -0.59
O 0.349 -0.726 -4.665 -0.54
C -4.186 -0.368 -1.642 -0.86
O -3.207 0.596 -1.193 -0.16
C -3.585 1.596 -0.249 -0.65
C -2.661 2.774 -0.494 -0.81
N -1.333 2.362 -0.213 -0.08
C -0.339 3.254 -0.780 -0.83
C -0.174 4.546 0.026 -0.42
O -0.326 4.139 1.377 -0.36
C 0.167 5.094 2.315 -0.86
H -5.212 -0.037 -1.799 0.33
H -4.323 -1.186 -0.935 0.29
H -3.813 -0.623 -2.634 0.30
H -3.548 1.471 0.833 0.30
H -4.554 2.032 -0.493 0.38
H -2.944 3.619 0.134 0.42
H -2.733 2.983 -1.561 0.38
H -1.326 2.606 0.767 0.31
H -0.763 3.522 -1.748 0.33
H 0.556 2.648 -0.917 0.41
H -0.983 5.257 -0.137 0.30
H 0.819 4.923 -0.220 0.43
H 1.232 4.863 2.286 0.33
H -0.374 4.828 3.223 0.24
H 0.141 6.159 2.082 0.32
C -2.446 -4.393 3.486 0.57
O -2.693 -3.667 2.555 -0.63
N -1.912 -4.088 4.573 -0.34
N -2.716 -5.689 3.524 -0.41
H -1.436 -3.240 4.845 0.25
H -1.573 -5.009 4.811 0.19
H -2.591 -6.227 4.370 0.16
H -3.081 -6.133 2.693 0.21
C 6.747 -1.648 -1.883 0.67
O 7.852 -1.647 -2.427 -0.75
N 5.712 -1.823 -2.526 -0.32
N 6.519 -1.251 -0.743 -0.29
H 4.824 -1.588 -2.105 0.13
H 5.708 -2.098 -3.498 0.19
H 7.187 -1.093 -0.002 0.21
H 5.564 -1.391 -0.446 0.14
```

Computed properties:
**LUMO (alpha / beta)**: 0.049 / 0.008 Eh
**Expectation value of S²**: 2.01
**E**: -35701.19686 eV
**2S+1**: 3
**Total charge**: -1
**Gap between HOMO and LUMO (alpha / beta)**: 7.1 / 5.9 eV
**F_max**: 10.59 eV Å⁻¹
**HOMO (alpha / beta)**: -5.78 / -5.66 eV


No. 2
The following is a quantum chemistry calculation of C9H27ClCoI2P3 as an isolated structure at a distorted geometry, from OMol25.

```
43
Properties=species:S:1:pos:R:3:mulliken_charge:R:1
I 1.287 -4.192 -1.169 0.16
I -2.377 -0.903 -0.279 0.28
Co -0.044 -0.500 -0.180 -0.51
P 0.002 -1.389 1.930 0.66
C -1.444 -1.228 3.054 -1.19
C 0.244 -3.181 1.833 -1.20
H 0.229 -3.627 2.836 0.45
H 1.279 -1.356 3.981 0.48
H 1.221 -3.375 1.358 0.19
H 2.329 -1.108 2.547 0.38
H -2.322 -1.696 2.591 0.46
H -0.539 -3.618 1.202 0.40
C 1.372 -0.845 3.013 -1.19
H -1.204 -1.743 3.994 0.48
H 1.341 0.239 3.174 0.30
H -1.660 -0.174 3.257 0.29
P -0.055 -0.204 -2.417 0.73
C -1.508 0.579 -3.229 -1.12
C 1.367 0.721 -3.108 -1.27
H 0.981 -2.319 -2.948 0.12
H 0.071 -1.633 -4.353 0.46
H -0.799 -2.435 -2.974 0.38
C 0.051 -1.806 -3.264 -1.02
H 2.296 0.319 -2.686 0.42
H 1.365 0.592 -4.199 0.48
H -1.270 0.747 -4.283 0.45
H -1.760 1.530 -2.757 0.23
H 1.295 1.786 -2.868 0.35
H -2.368 -0.093 -3.146 0.48
Cl 2.121 -0.779 -0.238 -0.31
C -0.245 2.921 -0.814 -1.59
P -0.099 1.585 0.428 1.97
C 1.371 2.178 1.349 -1.52
C -1.469 2.042 1.571 -1.41
H 0.631 2.930 -1.474 0.33
H -0.287 3.882 -0.276 0.55
H -1.161 2.811 -1.403 0.36
H 1.125 2.315 2.408 0.40
H 2.187 1.455 1.235 0.41
H 1.691 3.142 0.930 0.47
H -1.820 3.050 1.308 0.47
H -2.309 1.339 1.458 0.37
H -1.114 2.040 2.610 0.37
```

Computed properties:
**LUMO (alpha / beta)**: -0.309 / -0.397 Eh
**Expectation value of S²**: 6.05
**E**: -103973.22240 eV
**2S+1**: 5
**Total charge**: +2
**Energy relative to the best compared isomer or geometry (same formula, charge and spin)**: 0.0 kcal per mole
**Gap between HOMO and LUMO (alpha / beta)**: 7.1 / 4.3 eV
**F_max**: 3.57 eV Å⁻¹
**HOMO (alpha / beta)**: -15.48 / -15.14 eV


No. 3
The following is a quantum chemistry calculation of C9H27ClI2OP3Ru as an isolated structure at a distorted geometry, from OMol25.

```
44
Properties=species:S:1:pos:R:3:mulliken_charge:R:1
I -0.004 2.578 -0.980 0.15
I 0.010 -2.647 -0.861 0.26
Ru -0.028 -0.023 -1.182 -0.12
P -2.310 -0.009 -1.310 1.02
C -3.247 0.055 0.262 -1.14
C -3.014 1.375 -2.275 -1.30
H -4.068 1.175 -2.504 0.45
H -4.080 -1.269 -2.402 0.45
H -2.461 1.460 -3.210 0.39
H -2.475 -1.614 -3.094 0.40
H -3.004 0.983 0.782 0.15
H -2.933 2.308 -1.712 0.39
C -3.025 -1.456 -2.165 -1.35
H -4.330 0.046 0.076 0.52
H -2.942 -2.342 -1.533 0.39
H -2.984 -0.812 0.878 0.34
P 2.309 0.012 -1.337 0.90
C 3.295 0.109 0.202 -1.15
C 3.034 -1.441 -2.167 -1.32
H 2.444 1.481 -3.216 0.39
H 4.060 1.195 -2.517 0.46
H 2.928 2.325 -1.714 0.42
C 3.008 1.399 -2.287 -1.27
H 2.490 -1.597 -3.098 0.40
H 4.091 -1.251 -2.394 0.46
H 4.382 0.115 0.044 0.53
H 3.088 -0.791 0.785 0.24
H 2.947 -2.327 -1.534 0.38
H 3.002 1.009 0.756 0.28
Cl -0.001 -0.088 -3.449 -0.32
C -0.603 -0.885 4.163 -1.37
P -0.125 -0.139 2.415 0.72
C -1.032 1.377 2.709 -1.01
C 1.603 -0.474 2.765 -1.11
O -0.191 -0.275 0.882 0.15
H 0.162 -1.545 4.540 0.43
H -1.586 -1.346 4.224 0.36
H -0.564 0.003 4.804 0.44
H -0.938 1.703 3.751 0.49
H -0.637 2.064 1.983 0.20
H -2.095 1.191 2.518 0.31
H 1.882 -1.315 2.111 0.21
H 2.053 0.461 2.503 0.28
H 1.887 -0.779 3.786 0.54
```

Computed properties:
**LUMO (alpha / beta)**: -0.253 / -0.376 Eh
**Expectation value of S²**: 8.78
**E**: -70975.54642 eV
**2S+1**: 6
**Total charge**: +2
**Gap between HOMO and LUMO (alpha / beta)**: 7.2 / 5.7 eV
**F_max**: 3.62 eV Å⁻¹
**HOMO (alpha / beta)**: -14.10 / -15.97 eV


No. 4
The following is a quantum chemistry calculation of C9H27IrN4Si as an isolated structure at a distorted geometry, from OMol25.

```
42
Properties=species:S:1:pos:R:3:mulliken_charge:R:1
Ir -0.627 -0.168 0.186 1.43
C 2.227 -0.828 -1.293 -1.01
C 1.907 0.618 -1.424 -0.57
N 1.310 1.115 -0.131 -0.42
C 2.210 0.998 1.081 -0.58
C 1.525 0.636 2.367 -0.81
N 0.467 -0.379 2.124 -0.61
C 0.937 -1.797 2.050 -0.71
C 1.783 -2.127 0.804 -0.60
N 1.229 -1.530 -0.463 -0.47
H 2.443 -1.389 -2.243 0.52
H 3.208 -0.942 -0.786 0.37
H 2.828 1.165 -1.702 0.37
H 1.138 0.726 -2.159 0.40
H 1.015 2.077 -0.327 0.25
H 2.887 0.245 0.721 0.25
H 2.702 1.933 1.343 0.48
H 2.299 0.282 3.064 0.36
H 1.103 1.486 2.911 0.50
H -0.272 -0.220 2.820 0.42
H 1.440 -2.072 3.003 0.43
H 0.034 -2.401 2.077 0.22
H 2.755 -1.699 0.987 0.35
H 1.861 -3.216 0.706 0.53
H 0.818 -2.237 -1.029 0.37
C -2.570 0.196 -2.323 -1.02
Si -2.114 1.410 -1.007 0.46
C -3.558 1.591 0.125 -1.04
C -1.102 2.952 -1.553 -1.21
H -2.518 0.559 -3.367 0.37
H -3.600 -0.046 -2.118 0.35
H -1.921 -0.745 -2.340 0.28
H -3.405 2.231 1.003 0.36
H -3.807 0.578 0.469 0.31
H -4.352 1.986 -0.487 0.37
H -1.866 3.635 -1.991 0.41
H -0.399 2.807 -2.372 0.38
H -0.652 3.549 -0.754 0.42
N -1.655 -2.524 0.483 -0.75
H -2.437 -2.198 1.074 0.30
H -1.212 -3.381 0.880 0.28
H -2.060 -2.879 -0.407 0.28
```

Computed properties:
**LUMO (alpha / beta)**: -0.209 / -0.326 Eh
**Expectation value of S²**: 6.01
**E**: -26430.09413 eV
**2S+1**: 5
**Total charge**: +2
**Energy relative to the best compared isomer or geometry (same formula, charge and spin)**: 20.6 kcal per mole
**Gap between HOMO and LUMO (alpha / beta)**: 8.6 / 7.9 eV
**F_max**: 2.54 eV Å⁻¹
**HOMO (alpha / beta)**: -14.29 / -16.74 eV


No. 5
The following is a quantum chemistry calculation of a 9-piece molecular cluster, C9H27N9O18 overall at a distorted geometry, from OMol25.

```
63
Properties=species:S:1:pos:R:3:mulliken_charge:R:1
C 0.397 -4.265 0.492 -0.57
N 0.480 -5.661 0.043 0.95
O -0.376 -6.423 0.458 -0.55
O 1.420 -6.004 -0.652 -0.55
H -0.618 -3.951 0.688 0.17
H 0.812 -3.545 -0.210 0.19
H 1.022 -4.230 1.385 0.37
C 3.759 -0.824 -1.858 -0.84
N 3.554 -0.271 -0.494 0.85
O 2.464 -0.357 0.008 -0.40
O 4.549 0.074 0.087 -0.54
H 4.636 -1.451 -1.739 0.35
H 4.058 -0.033 -2.546 0.30
H 2.831 -1.248 -2.220 0.26
C 0.295 3.053 3.564 -0.44
N 0.597 4.527 3.501 0.92
O 0.135 5.262 4.342 -0.57
O 1.291 4.901 2.579 -0.55
H 1.240 2.590 3.317 0.12
H -0.599 2.863 2.989 0.20
H 0.106 2.911 4.627 0.30
C -4.117 -3.770 -1.618 -0.87
N -3.142 -3.306 -0.586 0.92
O -2.012 -3.044 -0.976 -0.47
O -3.519 -3.203 0.558 -0.50
H -3.619 -3.594 -2.565 0.31
H -5.062 -3.255 -1.494 0.30
H -4.283 -4.843 -1.536 0.33
C -0.674 -0.719 -4.321 -0.86
N -0.381 0.199 -3.172 0.72
O 0.703 0.106 -2.635 -0.36
O -1.281 0.930 -2.816 -0.41
H 0.266 -0.785 -4.871 0.34
H -1.480 -0.298 -4.905 0.32
H -0.840 -1.729 -3.957 0.27
C -0.992 -0.774 0.465 -0.39
N -0.419 0.382 1.194 1.13
O 0.063 0.222 2.289 -0.60
O -0.497 1.448 0.600 -0.40
H -0.188 -1.384 0.060 0.05
H -1.622 -0.516 -0.376 -0.25
H -1.526 -1.399 1.178 0.39
C -3.632 2.184 -1.077 -0.57
N -3.842 0.833 -0.455 0.95
O -3.716 -0.141 -1.173 -0.52
O -4.107 0.795 0.722 -0.55
H -3.957 2.118 -2.107 0.26
H -2.636 2.533 -0.834 0.08
H -4.350 2.798 -0.532 0.36
C 3.437 0.029 3.464 -0.68
N 3.607 0.515 4.862 0.95
O 2.714 1.207 5.296 -0.55
O 4.629 0.251 5.439 -0.56
H 3.576 0.821 2.735 0.27
H 2.478 -0.458 3.323 0.20
H 4.215 -0.712 3.292 0.37
C 0.192 3.608 -1.778 -0.33
N 1.131 4.738 -1.580 0.99
O 0.623 5.824 -1.435 -0.56
O 2.310 4.519 -1.563 -0.57
H -0.798 3.984 -2.010 0.29
H 0.214 3.014 -0.870 0.02
H 0.480 2.956 -2.597 0.20
```

Computed properties:
**SMILES**: C[N+](=O)[O-].C[N+](=O)[O-].C[N+](=O)[O-].C[N+](=O)[O-].C[N+](=O)[O-].C[N+](=O)[O-].C[N+](=O)[O-].C[N+](=O)[O-].C[N+](=O)[O-]
**LUMO**: -0.028 Eh
**E**: -60011.23426 eV
**Total charge**: 0
**Energy relative to the best compared isomer or geometry (same formula, charge and spin)**: 15.8 kcal per mole
**Gap between HOMO and LUMO**: 9.7 eV
**F_max**: 2.01 eV Å⁻¹
**HOMO**: -10.44 eV


No. 6
The following is a quantum chemistry calculation of C9H28AgKN10O9 as an isolated structure at a distorted geometry, from OMol25.

```
58
Properties=species:S:1:pos:R:3:mulliken_charge:R:1
Ag -1.150 -1.617 1.729 0.46
K -2.294 -2.411 -1.788 0.95
C -0.133 0.094 -0.207 1.04
O -0.610 0.540 0.893 0.01
O 0.397 0.818 -1.071 -0.72
O -0.182 -1.138 -0.334 -0.77
C 0.369 3.204 2.992 0.52
O 0.487 4.033 3.880 -0.66
N 0.334 1.853 3.218 -0.24
N 0.338 3.492 1.646 -0.24
H 0.510 1.499 4.139 0.17
H 0.195 1.311 2.382 0.09
H 0.454 4.402 1.241 0.17
H 0.336 2.706 1.027 0.07
C -3.206 0.292 3.694 0.54
O -2.690 -0.408 2.783 -0.51
N -3.830 -0.286 4.739 -0.46
N -3.043 1.599 3.820 -0.25
H -4.221 -1.188 4.503 0.26
H -4.336 0.222 5.442 0.21
H -3.050 2.150 4.659 0.25
H -2.575 2.032 3.036 0.06
C 3.252 2.455 -2.525 0.50
O 4.121 3.181 -2.974 -0.63
N 1.963 2.874 -2.283 -0.39
N 3.516 1.228 -1.968 -0.30
H 1.336 2.175 -1.915 0.51
H 1.799 3.842 -2.080 0.21
H 4.457 0.882 -1.983 0.18
H 2.750 0.726 -1.566 0.17
C 1.416 -3.929 1.216 0.49
O 0.428 -3.251 1.510 -0.45
N 2.358 -4.432 2.069 -0.43
N 1.920 -3.836 -0.044 -0.28
H 2.948 -5.181 1.746 0.22
H 2.199 -4.458 3.064 0.24
H 2.716 -4.318 -0.418 0.23
H 1.359 -3.309 -0.694 0.11
C -3.787 2.690 0.382 0.48
O -4.905 3.008 -0.001 -0.67
N -3.101 1.638 -0.151 -0.15
N -3.025 3.509 1.156 -0.25
H -3.369 1.196 -1.003 0.17
H -2.273 1.302 0.304 0.10
H -3.430 4.365 1.491 0.19
H -2.082 3.228 1.367 0.06
C 0.866 -3.699 -3.691 -1.39
C 1.248 -2.209 -3.582 1.00
C 1.934 -1.648 -4.811 -1.56
O 0.150 -1.407 -3.167 -0.56
H 0.309 -4.045 -2.819 0.25
H 1.783 -4.283 -3.762 0.33
H 0.306 -3.813 -4.621 0.40
H 2.046 -2.081 -2.837 0.23
H 1.274 -1.698 -5.683 0.35
H 2.851 -2.121 -5.169 0.40
H 2.274 -0.613 -4.736 0.33
H 0.293 -1.166 -2.246 0.00
```

Computed properties:
**LUMO (alpha / beta)**: -0.143 / -0.244 Eh
**Expectation value of S²**: 0.76
**E**: -63438.47302 eV
**2S+1**: 2
**Total charge**: +1
**Gap between HOMO and LUMO (alpha / beta)**: 7.5 / 4.7 eV
**F_max**: 3.07 eV Å⁻¹
**HOMO (alpha / beta)**: -11.39 / -11.38 eV


No. 7
The following is a quantum chemistry calculation of a 2-piece molecular cluster, C9H28BN2O3P2 overall at a distorted geometry, from OMol25.

```
45
Properties=species:S:1:pos:R:3:mulliken_charge:R:1
C -4.461 -0.201 -0.728 -0.59
C -4.727 1.303 -0.124 -0.48
C -4.078 1.321 1.406 -0.60
N -2.612 1.666 1.263 -0.34
B -1.728 0.803 2.180 -0.12
P -0.642 -0.272 1.027 0.12
C -0.645 -2.091 1.725 -1.02
C 1.200 0.225 1.051 -0.47
C 1.617 0.526 -0.540 -0.69
P -0.767 2.021 3.307 0.92
N 0.458 1.355 4.129 -0.96
O -1.879 2.706 4.463 -0.55
O -0.234 3.354 2.263 -0.59
H -3.789 -0.137 -1.688 0.20
H -3.855 -0.817 0.084 0.05
H -5.508 -0.673 -0.975 0.26
H -5.856 1.628 -0.105 0.34
H -4.170 2.087 -0.825 0.22
H -4.578 2.217 2.011 0.20
H -4.304 0.324 1.975 0.21
H -2.287 1.596 0.265 0.19
H -2.339 0.086 2.887 -0.20
H -0.682 -2.127 2.894 0.22
H -1.550 -2.694 1.232 0.27
H 0.348 -2.618 1.338 0.32
H 1.865 -0.694 1.423 0.21
H 1.454 1.198 1.649 0.36
H 0.930 1.414 -0.910 0.17
H 1.446 -0.458 -1.185 0.10
H 2.748 0.820 -0.597 0.29
H 0.480 0.332 3.881 0.31
H -2.474 3.345 3.969 0.28
H -0.276 2.957 1.325 0.36
C 5.477 -1.280 -3.265 -1.40
C 4.052 -1.572 -2.825 0.59
C 3.443 -2.706 -3.635 -1.33
O 3.258 -0.399 -2.985 -0.50
H 5.508 -0.972 -4.317 0.34
H 5.898 -0.453 -2.683 0.34
H 6.117 -2.158 -3.139 0.37
H 4.041 -1.832 -1.761 0.26
H 3.402 -2.449 -4.699 0.33
H 2.413 -2.897 -3.315 0.33
H 4.022 -3.628 -3.520 0.37
H 3.262 -0.160 -3.927 0.30
```

Computed properties:
**LUMO**: 0.093 Eh
**E**: -38163.43599 eV
**Total charge**: -1
**Energy relative to the best compared isomer or geometry (same formula, charge and spin)**: 89.7 kcal per mole
**Gap between HOMO and LUMO**: 6.6 eV
**F_max**: 3.02 eV Å⁻¹
**HOMO**: -4.06 eV


No. 8
The following is a quantum chemistry calculation of C9H28CuF2NO9S2 as an isolated structure at a distorted geometry, from OMol25.

```
52
Properties=species:S:1:pos:R:3:mulliken_charge:R:1
Cu 0.301 -0.286 -0.182 0.90
N -0.324 -1.960 0.843 0.81
S -1.397 -2.431 1.929 0.71
O -1.056 -2.608 3.308 -0.59
O -2.619 -3.099 1.476 -0.58
F -1.996 -0.981 2.041 -0.32
S 0.134 -3.683 0.881 0.93
O -0.713 -4.547 0.089 -0.57
O 0.830 -4.272 2.028 -0.52
F 1.383 -3.508 -0.102 -0.30
C -1.949 3.269 1.062 -1.21
C -1.906 1.752 1.371 -0.30
O -0.545 1.303 1.310 -0.07
H -1.778 3.531 0.018 0.19
H -1.324 3.839 1.749 0.38
H -2.995 3.571 1.113 0.43
H -2.512 1.165 0.680 0.18
H -2.314 1.538 2.358 0.35
H 0.038 1.875 1.814 0.18
C 1.282 4.009 -0.966 -1.42
C 0.693 2.831 -1.610 -0.22
O 1.157 1.626 -0.969 -0.05
H 2.338 4.098 -1.224 0.47
H 1.146 4.102 0.112 0.30
H 0.789 4.884 -1.390 0.40
H 0.947 2.730 -2.665 0.33
H -0.393 2.924 -1.605 0.22
H 2.090 1.771 -0.797 0.10
C 2.387 -0.360 3.227 -0.96
C 2.884 -0.972 1.929 -0.32
O 2.261 -0.213 0.870 -0.27
H 2.830 -0.764 4.137 0.41
H 1.324 -0.570 3.350 0.15
H 2.574 0.714 3.217 0.28
H 2.709 -2.046 1.871 0.20
H 3.954 -0.832 1.773 0.40
H 2.919 0.435 0.609 0.18
C -3.294 -1.548 -1.708 -1.35
C -1.827 -1.421 -2.062 -0.48
O -1.360 -0.162 -1.584 -0.10
H -3.895 -0.792 -2.214 0.43
H -3.501 -1.568 -0.638 0.22
H -3.722 -2.451 -2.143 0.42
H -1.687 -1.487 -3.141 0.42
H -1.363 -2.264 -1.549 0.35
H -1.842 0.464 -2.130 0.21
C 1.356 -1.168 -3.029 -0.72
O 1.643 -1.358 -1.664 -0.24
H 2.266 -1.388 -3.588 0.41
H 0.501 -1.727 -3.409 0.22
H 1.104 -0.124 -3.216 0.17
H 2.469 -1.840 -1.580 0.25
```

Computed properties:
**LUMO (alpha / beta)**: -0.150 / -0.242 Eh
**Expectation value of S²**: 0.75
**E**: -101438.17219 eV
**2S+1**: 2
**Total charge**: +1
**Gap between HOMO and LUMO (alpha / beta)**: 9.2 / 6.7 eV
**F_max**: 9.98 eV Å⁻¹
**HOMO (alpha / beta)**: -13.34 / -13.31 eV